Entry 1:
The following is a quantum chemistry calculation of a molecular structure, C30H43BrHgN2P2 in a non-equilibrium geometry, from the OMol25 dataset.

E_LUMO (spin up / spin down) = -8.8 / -8.8 eV
Orbital gap (spin up / spin down) = 0.1554 / 0.1522 hartree
Net charge = +2
HOMO energy (spin up / spin down) = -13.022 / -12.981 eV

XYZ file:
```
79
C30H43BrHgN2P2 (ωB97M-V with the def2-TZVPD basis set)
C -0.596 4.638 -3.166
C -0.657 3.409 -3.858
C -0.708 3.449 -5.265
C -0.702 4.700 -5.898
N -0.627 5.846 -5.224
C -0.588 5.832 -3.895
C -0.757 2.194 -3.079
C -1.044 1.824 -1.862
C -1.518 1.919 -0.513
C -0.675 1.634 0.583
C -1.219 1.369 1.835
C -2.610 1.356 2.028
C -3.455 1.712 0.961
C -2.908 2.071 -0.268
Hg -0.579 0.041 -2.946
P 2.055 -1.686 0.517
H -0.764 2.541 -5.862
H -0.558 4.663 -2.077
H -0.743 4.785 -6.987
H -0.530 6.790 -3.375
H -3.552 2.421 -1.077
H 0.404 1.583 0.415
H -4.535 1.690 1.103
H -0.561 1.164 2.669
C 2.254 -3.080 1.717
C 3.338 -4.120 1.462
H 1.266 -3.568 1.711
H 2.371 -2.623 2.711
H 3.288 -4.881 2.251
H 3.201 -4.634 0.503
H 4.347 -3.692 1.493
C 3.331 -1.979 -0.805
C 3.567 -0.766 -1.710
H 2.964 -2.820 -1.417
H 4.263 -2.303 -0.316
H 4.035 -1.105 -2.646
H 2.632 -0.240 -1.970
H 4.258 -0.048 -1.243
C 2.800 -0.297 1.470
C 4.255 -0.466 1.894
H 2.173 -0.174 2.371
H 2.676 0.609 0.854
H 4.543 0.403 2.499
H 4.396 -1.359 2.520
H 4.942 -0.514 1.038
Br -3.335 0.874 3.656
P -2.179 -2.118 -1.720
C -0.333 -2.247 -1.750
C 0.117 -3.707 -1.609
H 0.079 -1.677 -0.891
H 0.053 -1.845 -2.734
H 1.189 -3.779 -1.372
H -0.431 -4.192 -0.790
H -0.069 -4.269 -2.535
C -2.414 -2.109 0.121
C -3.668 -2.878 0.563
H -2.473 -1.055 0.443
H -1.528 -2.564 0.600
H -3.870 -2.673 1.622
H -4.559 -2.587 -0.009
H -3.529 -3.963 0.459
C -3.425 -0.813 -2.154
C -3.710 -0.682 -3.658
H -3.061 0.112 -1.684
H -4.368 -1.081 -1.655
H -3.859 0.366 -3.948
H -2.912 -1.100 -4.282
H -4.628 -1.236 -3.892
C 0.454 2.255 6.158
C 1.647 2.551 5.489
C 2.080 1.687 4.468
N 1.394 0.592 4.127
C 0.263 0.294 4.772
C -0.259 1.114 5.786
H 0.083 2.905 6.952
H 2.253 3.425 5.719
H 3.002 1.885 3.908
H -0.270 -0.607 4.455
H -1.208 0.836 6.241
```

Entry 2:
The following is a quantum chemistry calculation of a molecular structure, C45H95BeF3N6O9S2 in a non-equilibrium geometry, from the OMol25 dataset.

E_LUMO = -4.1 eV
Orbital gap = 0.1201 hartree
ΔE to the lowest compared entry with this formula, charge and spin = 640.38 kJ/mol
Net charge = 0
HOMO energy = -7.394 eV

XYZ file:
```
161
C45H95BeF3N6O9S2 (ωB97M-V with the def2-TZVPD basis set)
Be 1.165 -3.275 2.268
F -0.461 -5.015 1.856
N 0.379 -1.822 0.568
S -0.672 -2.110 -0.736
O -0.285 -1.635 -2.053
O -2.161 -1.992 -0.501
F -0.417 -3.692 -0.780
S -0.117 -0.363 0.674
O -1.232 -0.136 1.583
O 0.124 0.617 -0.398
F 1.116 -0.035 1.741
C -0.433 4.287 5.334
C -0.147 2.827 4.793
C 1.304 2.704 4.400
C 2.213 2.565 5.545
C 1.722 1.316 6.418
C 0.287 1.368 6.945
N -0.549 1.853 5.820
O -1.874 1.959 6.151
C -0.134 -0.046 7.282
C 0.225 2.235 8.191
C -1.006 2.547 3.464
H -1.447 4.644 5.155
H 0.288 4.927 4.826
H -0.267 4.388 6.406
H 1.207 1.839 3.744
H 1.653 3.524 3.772
H 2.450 3.487 6.077
H 3.246 2.384 5.250
H 2.333 1.323 7.320
H 2.085 0.448 5.868
H -0.220 -0.510 6.300
H 0.503 -0.626 7.950
H -1.162 -0.016 7.644
H -0.788 2.346 8.577
H 0.636 1.804 9.104
H 0.623 3.232 8.004
H -0.692 3.362 2.812
H -2.080 2.680 3.592
H -0.882 1.513 3.144
H -2.002 2.796 6.603
C -3.169 4.518 -1.084
C -2.422 4.119 -2.322
C -3.154 2.870 -2.837
C -2.768 2.456 -4.295
C -2.829 3.754 -5.208
C -2.135 5.101 -4.767
N -2.500 5.201 -3.321
O -2.050 6.406 -2.827
C -0.589 4.855 -4.959
C -2.700 6.260 -5.701
C -0.953 3.623 -1.993
H -3.336 3.671 -0.419
H -4.111 4.987 -1.371
H -2.665 5.295 -0.510
H -3.314 2.025 -2.167
H -4.211 3.130 -2.774
H -3.492 1.718 -4.640
H -1.891 1.809 -4.303
H -3.763 3.940 -5.737
H -2.134 3.392 -5.965
H -0.162 5.529 -4.217
H -0.183 3.865 -4.752
H -0.149 5.225 -5.885
H -2.429 7.260 -5.361
H -2.386 6.116 -6.735
H -3.779 6.206 -5.843
H -0.621 3.147 -1.070
H -0.342 4.496 -2.220
H -0.701 2.841 -2.709
H -2.880 6.888 -2.864
C -6.113 -5.345 2.808
C -4.728 -4.725 2.383
C -4.853 -3.958 0.997
C -5.257 -2.514 1.178
C -4.326 -1.738 2.122
C -4.411 -2.382 3.531
N -4.194 -3.859 3.483
O -4.086 -4.460 4.733
C -3.243 -1.672 4.336
C -5.690 -2.060 4.355
C -3.863 -5.958 1.805
H -6.784 -4.518 3.044
H -5.943 -5.912 3.724
H -6.534 -5.981 2.029
H -4.088 -4.085 0.232
H -5.649 -4.432 0.422
H -6.332 -2.411 1.324
H -5.116 -2.219 0.138
H -4.725 -0.736 2.278
H -3.333 -1.674 1.677
H -3.312 -0.586 4.389
H -3.264 -2.025 5.367
H -2.205 -1.821 4.039
H -6.727 -2.340 4.174
H -5.584 -2.469 5.359
H -5.736 -0.997 4.589
H -2.929 -5.519 1.453
H -4.230 -6.478 0.920
H -3.658 -6.708 2.569
H -5.013 -4.364 4.964
C 2.000 2.912 -7.160
C 1.814 1.379 -6.708
C 2.219 0.539 -7.937
C 2.474 -0.928 -7.717
C 3.446 -1.145 -6.545
C 3.053 -0.344 -5.240
N 2.842 1.016 -5.632
O 2.623 1.883 -4.607
C 1.836 -1.025 -4.467
C 4.380 -0.478 -4.269
C 0.334 1.077 -6.359
H 1.516 3.216 -8.088
H 1.901 3.729 -6.445
H 2.996 2.996 -7.595
H 1.567 0.586 -8.810
H 3.122 0.953 -8.386
H 1.540 -1.445 -7.497
H 2.591 -1.609 -8.560
H 4.445 -0.847 -6.861
H 3.288 -2.191 -6.285
H 1.310 -1.609 -5.223
H 1.152 -0.511 -3.793
H 2.237 -1.756 -3.764
H 5.284 0.089 -4.491
H 4.770 -1.494 -4.209
H 4.092 -0.376 -3.222
H 0.084 0.039 -6.579
H 0.069 1.221 -5.311
H -0.422 1.670 -6.873
H 1.731 1.689 -4.312
C 2.800 -4.188 -0.821
C 4.004 -3.453 -0.151
C 4.058 -2.186 -0.888
C 4.964 -1.075 -0.135
C 4.677 -0.994 1.391
C 4.646 -2.312 2.165
N 3.818 -3.277 1.327
O 3.524 -4.378 2.120
C 6.091 -2.763 2.368
C 3.924 -1.975 3.521
C 5.330 -4.313 -0.470
H 2.531 -5.061 -0.225
H 3.027 -4.644 -1.784
H 1.837 -3.677 -0.815
H 4.667 -2.399 -1.766
H 3.045 -1.847 -1.102
H 4.893 -0.063 -0.533
H 6.029 -1.244 -0.295
H 3.703 -0.512 1.470
H 5.488 -0.417 1.835
H 6.121 -3.846 2.490
H 6.757 -2.595 1.521
H 6.553 -2.319 3.250
H 3.834 -2.764 4.267
H 4.493 -1.119 3.885
H 2.845 -1.872 3.407
H 6.200 -3.682 -0.653
H 5.174 -4.898 -1.376
H 5.630 -4.839 0.437
H 4.262 -4.981 2.235
```